Computed, not measured: 7 unconnected molecules or ions with the total composition C10H16Br6Cl12 in a non-equilibrium geometry, with ωB97M-V with the def2-TZVPD basis set.

For the HOMO energy, the calculation gives -0.376 Ha. For the HOMO-LUMO gap, the calculation gives 10.5 eV. The calculation puts the energy above the lowest of the compared OMol25 structures with the same formula, charge and spin at 4.1 kJ/mol. The max |F| is 1.0 eV/Å. The SMILES is ClC(Cl)Cl.ClC(Cl)Cl.ClC(Cl)Cl.ClC(Cl)Cl.BrCCBr.BrCCBr.BrCCBr. For the total energy, the calculation gives -21357.01295 a.u. The value obtained for the LUMO energy is 0.30 eV. The net charge is 0.

Element x y z (Å)
Cl  6.9773  -1.5335  3.3073
C  0.6322  -3.5521  -2.1456
Cl  4.7293  -1.5633  5.1594
C  0.5511  2.4403  -4.2799
Cl  -4.0304  1.5073  3.4961
H  0.4652  -4.1098  -3.0630
Cl  -0.4274  -4.5545  4.6041
H  -1.9725  1.3261  2.4372
Cl  0.9356  -3.3527  2.3407
H  -0.3854  4.1164  -3.3558
Cl  -1.4804  1.0536  4.6961
H  -4.4529  2.7665  -1.6228
C  -3.0880  1.4681  -0.5485
C  1.0536  -3.7403  4.0563
H  0.8057  2.0348  -5.2474
C  -0.2690  -2.3394  -2.0595
Br  -2.2840  2.9646  0.3653
Br  2.5067  -3.0680  -2.1152
H  0.0926  -1.6332  -1.3294
C  -4.4660  1.8988  -0.9817
C  1.6654  0.8527  0.4950
Cl  0.4552  1.0946  -0.8072
Cl  -2.5205  -0.8771  2.8310
Br  2.2168  3.0131  -3.4887
H  0.4336  -4.2422  -1.3284
H  0.2291  1.6286  -3.6424
H  1.9589  -0.1802  0.4688
Br  -5.2676  0.3985  -1.9217
H  1.8667  -4.4395  4.1515
Cl  4.2903  -1.0395  2.2755
H  5.4898  0.2050  3.8535
C  5.3683  -0.8458  3.6660
H  -3.1614  0.6679  0.1776
H  -2.4410  1.2171  -1.3723
C  -0.4083  3.5630  -4.2874
Cl  1.4331  -2.3044  4.9989
Cl  3.0939  1.8077  0.1298
H  -0.2417  4.2740  -5.0881
Cl  1.0209  1.3159  2.0709
H  -5.1053  2.0718  -0.1287
H  -1.2834  -2.6467  -1.8196
Br  -0.3386  -1.3649  -3.7283
Br  -2.2081  2.8644  -4.4936
C  -2.4397  0.8360  3.2742



Computed, not measured: a gas-phase ion, C10H16BrClNO (charge +1) in a non-equilibrium geometry, with ωB97M-V with the def2-TZVPD basis set.

For the HOMO energy (spin up / spin down), the calculation gives -0.347 / -0.463 Ha. For the HOMO-LUMO gap (spin up / spin down), the calculation gives 6.6 / 6.4 eV. Its expectation value of S² is 2.009. As for the spin multiplicity: 3. The max |F| is 7.3 eV/Å. For the total energy, the calculation gives -3554.33169 a.u. The value obtained for the LUMO energy (spin up / spin down) is -2.88 / -6.20 eV. The net charge is +1.

Element x y z (Å)
C  0.7047  -0.7141  -0.2505
H  -1.3150  0.7674  -2.4570
H  -1.6493  1.8818  2.4403
O  -0.9917  -2.4012  -0.3218
H  -1.7974  -0.1691  -1.1484
C  -0.0116  2.4394  0.2785
H  2.2188  1.4491  2.0075
C  0.1795  -0.3825  -1.6787
H  0.7495  0.8377  -3.2611
H  -0.3223  0.9835  3.3595
N  -1.0532  0.4764  -1.5361
H  -0.3369  2.7470  3.2654
C  1.4689  0.9452  1.3801
Br  -1.3111  3.7859  0.0042
H  -0.7387  1.4328  -1.1107
H  1.9455  -0.2765  -2.6584
H  1.4553  1.2206  -1.6725
H  -0.0279  -1.2427  -2.3080
H  0.8726  2.5149  -0.3164
H  -0.5144  -4.3095  0.3064
C  -0.5516  1.8038  2.7008
H  -2.0358  -4.1488  -0.6671
C  1.1855  0.4901  -2.3181
H  2.7557  -0.4881  0.6314
C  1.6947  0.0123  0.5328
Cl  0.5295  -2.3601  1.8667
C  0.3444  1.7817  1.4326
H  -2.1006  -3.7131  1.0429
C  -1.4196  -3.5916  0.1782
C  0.0722  -1.7725  0.2777